Entry 1:
{"formula": "C20H25NO7", "method": "ωB97M-V/def2-TZVPD", "e_homo_ev": -8.211, "spin_multiplicity": 1, "lumo_ev": 0.546, "smiles": "CCOc1cc(C(=O)OCC(=O)NCc2ccco2)cc(OCC)c1OCC", "de_lowest_kj_mol": 0.00, "mol_weight_da": 391.42, "symbols": ["C", "C", "O", "C", "C", "C", "C", "O", "O", "C", "C", "O", "N", "C", "C", "C", "C", "C", "O", "C", "C", "O", "C", "C", "C", "O", "C", "C", "H", "H", "H", "H", "H", "H", "H", "H", "H", "H", "H", "H", "H", "H", "H", "H", "H", "H", "H", "H", "H", "H", "H", "H", "H"], "positions_angstrom": [[-1.36182, 3.53468, 2.54105], [0.07847, 3.03977, 2.44000], [0.55795, 3.01486, 1.11112], [0.15583, 2.02894, 0.26656], [-0.62058, 0.94078, 0.61605], [-0.95032, -0.00631, -0.35166], [-1.78108, -1.17966, -0.04311], [-2.09621, -2.03162, -0.83829], [-2.16328, -1.20907, 1.25766], [-2.93648, -2.31787, 1.68418], [-2.15875, -3.28386, 2.58170], [-2.68833, -4.26153, 3.06131], [-0.87904, -2.93189, 2.79879], [0.05369, -3.77423, 3.52252], [1.09763, -4.32464, 2.60855], [1.19472, -5.51572, 1.95259], [2.38314, -5.44908, 1.18441], [2.91475, -4.22177, 1.42596], [2.14543, -3.53130, 2.28410], [-0.49189, 0.13424, -1.65579], [0.29567, 1.21441, -2.02696], [0.81404, 1.37401, -3.28456], [0.35125, 0.55885, -4.34556], [-1.06410, 0.91073, -4.79141], [0.61793, 2.18772, -1.06358], [1.37150, 3.29574, -1.24119], [1.66124, 3.81241, -2.52938], [2.29154, 5.18162, -2.32267], [-1.44157, 4.52231, 2.09434], [-2.04224, 2.86619, 2.01975], [-1.65616, 3.59429, 3.58528], [0.74557, 3.74058, 2.94963], [0.18771, 2.05575, 2.91285], [-0.98991, 0.80939, 1.61838], [-3.79645, -1.93635, 2.24131], [-3.29419, -2.87744, 0.81138], [-0.50833, -2.12177, 2.32463], [-0.53167, -4.58754, 3.95631], [0.52616, -3.18674, 4.31658], [0.50722, -6.33370, 2.01298], [2.78007, -6.20982, 0.54456], [3.80065, -3.73820, 1.06505], [-0.76395, -0.63600, -2.35787], [0.42681, -0.50253, -4.08294], [1.05800, 0.76296, -5.15489], [-1.33829, 0.29912, -5.64625], [-1.77879, 0.73655, -3.99108], [-1.11324, 1.95872, -5.07750], [0.74064, 3.90165, -3.11727], [2.35292, 3.14979, -3.06034], [2.54195, 5.62199, -3.28357], [1.60003, 5.83472, -1.79764], [3.19415, 5.08586, -1.72604]], "forces_ev_per_angstrom": [[0.360, -0.140, -0.186], [-0.266, 0.066, 0.367], [0.023, -0.106, -0.319], [0.144, 0.113, -0.284], [-0.043, -0.082, 0.016], [0.350, 0.437, -0.202], [-0.201, -0.435, -0.300], [0.079, 0.194, 0.167], [0.122, 0.228, 0.133], [-0.447, -0.557, -0.105], [0.009, 0.572, -0.229], [-0.307, -0.292, 0.030], [0.404, 0.352, -0.010], [0.170, 0.019, -0.135], [-0.444, -0.821, 0.073], [-0.124, 0.531, 0.430], [0.330, 0.468, -0.028], [0.205, -0.696, -0.519], [-0.144, 0.416, 0.313], [-0.111, -0.155, 0.150], [0.051, 0.149, 0.076], [0.036, 0.127, 0.460], [-0.232, -0.147, -0.331], [0.336, 0.000, 0.242], [-0.093, 0.033, 0.176], [-0.040, -0.297, 0.164], [0.256, 0.427, -0.541], [-0.231, -0.418, 0.106], [-0.030, 0.096, -0.018], [-0.107, -0.031, -0.003], [-0.061, 0.004, 0.114], [-0.067, -0.169, -0.018], [0.061, 0.082, -0.043], [-0.011, 0.072, 0.102], [0.162, -0.060, -0.036], [0.055, 0.084, 0.270], [-0.156, -0.072, 0.042], [0.166, 0.101, -0.002], [-0.076, -0.152, -0.003], [-0.209, -0.146, 0.065], [0.152, -0.109, -0.153], [0.095, 0.143, 0.011], [-0.006, -0.031, -0.115], [0.064, 0.089, -0.022], [-0.082, -0.127, 0.105], [-0.063, -0.069, -0.096], [-0.106, -0.016, 0.006], [-0.022, 0.081, -0.045], [0.109, -0.072, 0.070], [-0.173, 0.110, 0.081], [0.040, 0.058, -0.101], [-0.049, 0.113, 0.032], [0.126, 0.035, 0.040]]}

Entry 2:
{"formula": "C20H25NOS2", "method": "ωB97M-V/def2-TZVPD", "e_homo_ev": -8.008, "spin_multiplicity": 1, "lumo_ev": 0.610, "smiles": "Cc1ccc(SCCC(=O)NCCSCc2ccccc2C)cc1", "de_lowest_kj_mol": 0.00, "mol_weight_da": 359.56, "symbols": ["C", "C", "C", "C", "C", "S", "C", "C", "C", "O", "N", "C", "C", "S", "C", "C", "C", "C", "C", "C", "C", "C", "C", "C", "H", "H", "H", "H", "H", "H", "H", "H", "H", "H", "H", "H", "H", "H", "H", "H", "H", "H", "H", "H", "H", "H", "H", "H", "H"], "positions_angstrom": [[7.69733, 1.68408, 0.94203], [6.59310, 0.75529, 0.53855], [6.79420, -0.17704, -0.47553], [5.78458, -1.03225, -0.86264], [4.54321, -0.98072, -0.23463], [3.32673, -2.14300, -0.79341], [1.74659, -1.42482, -0.24498], [1.43910, -0.11224, -0.94928], [0.24120, 0.56860, -0.30421], [-0.11842, 0.34375, 0.83220], [-0.36668, 1.48203, -1.09563], [-1.56215, 2.17634, -0.67609], [-2.81330, 1.55680, -1.29476], [-4.32692, 2.15411, -0.48912], [-4.31206, 1.11470, 1.03148], [-4.34651, -0.34031, 0.70570], [-3.17252, -1.08158, 0.79806], [-3.15582, -2.42536, 0.46897], [-4.31827, -3.04023, 0.04061], [-5.48833, -2.30731, -0.05435], [-5.52363, -0.95801, 0.26903], [-6.80227, -0.18725, 0.15295], [4.33372, -0.06730, 0.78723], [5.35332, 0.79271, 1.15889], [8.03083, 2.27239, 0.08788], [8.55273, 1.11764, 1.30859], [7.36957, 2.36257, 1.72547], [7.75384, -0.22713, -0.96961], [5.94344, -1.75130, -1.65198], [1.00202, -2.18102, -0.49323], [1.75680, -1.29660, 0.83648], [2.29426, 0.56524, -0.85793], [1.25757, -0.28516, -2.01145], [-0.07082, 1.59192, -2.05203], [-1.49168, 3.23427, -0.94161], [-1.60051, 2.08550, 0.41210], [-2.79550, 0.47014, -1.19473], [-2.90842, 1.82220, -2.34738], [-3.41688, 1.37437, 1.59525], [-5.19360, 1.44070, 1.58053], [-2.26267, -0.60552, 1.13624], [-2.23620, -2.98588, 0.54840], [-4.31607, -4.08870, -0.21916], [-6.39497, -2.79160, -0.38877], [-7.58324, -0.80508, -0.28277], [-6.66379, 0.69569, -0.46919], [-7.13691, 0.14694, 1.13535], [3.39074, -0.01515, 1.30864], [5.17323, 1.50257, 1.95381]], "forces_ev_per_angstrom": [[0.024, -0.027, -0.030], [-0.044, 0.011, 0.027], [-0.044, 0.016, 0.084], [-0.095, -0.013, 0.031], [-0.339, -0.121, -0.035], [-0.165, -0.118, 0.010], [0.565, 0.060, -0.108], [-0.100, -0.115, 0.349], [0.380, 0.099, -0.677], [-0.095, -0.181, 0.504], [-0.099, 0.261, -0.257], [-0.150, -0.044, 0.120], [-0.290, 0.202, 0.399], [0.039, 0.011, -0.033], [0.151, 0.343, -0.436], [0.070, -0.196, 0.049], [-0.097, 0.039, 0.100], [0.035, -0.105, -0.043], [0.085, -0.089, -0.006], [-0.023, 0.044, -0.009], [0.054, -0.061, -0.014], [-0.008, 0.016, 0.022], [0.003, -0.071, -0.058], [0.116, 0.044, -0.019], [0.061, 0.083, 0.003], [0.087, 0.039, 0.050], [0.034, 0.066, 0.045], [0.111, -0.008, -0.062], [0.054, -0.046, -0.130], [0.016, -0.024, 0.082], [-0.131, -0.039, -0.081], [-0.064, -0.015, -0.064], [0.046, 0.047, 0.005], [0.110, -0.122, 0.102], [-0.024, -0.076, 0.089], [-0.014, 0.120, -0.163], [0.089, 0.031, -0.139], [0.009, -0.080, -0.040], [-0.093, -0.070, 0.138], [0.029, 0.037, 0.078], [0.076, 0.087, 0.032], [0.081, -0.062, 0.014], [-0.003, -0.087, -0.018], [-0.098, -0.031, -0.032], [-0.078, -0.008, -0.001], [-0.067, 0.033, -0.031], [-0.101, 0.055, 0.054], [-0.122, -0.017, 0.024], [0.016, 0.083, 0.076]]}

Entry 3:
{"formula": "C20H26B2F9N8O7Ti", "method": "ωB97M-V/def2-TZVPD", "e_homo_ev": [-14.071, -14.090], "spin_multiplicity": 2, "lumo_ev": [-7.016, -7.771], "charge": 2, "de_lowest_kj_mol": 18.51, "mol_weight_da": 730.95, "symbols": ["Ti", "C", "C", "N", "O", "B", "F", "F", "O", "N", "C", "C", "C", "N", "O", "B", "F", "F", "O", "N", "C", "C", "C", "H", "H", "H", "H", "H", "H", "H", "H", "H", "H", "H", "H", "N", "C", "C", "C", "C", "N", "C", "N", "N", "C", "O", "O", "H", "H", "H", "H", "H", "H", "H", "H", "H", "H", "H", "H", "H", "H", "F", "C", "C", "F", "C", "F", "C", "O", "C", "F", "C", "F"], "positions_angstrom": [[-0.13374, 0.76310, -1.07871], [-2.61732, 4.46261, 0.13106], [-1.76922, 3.42620, -0.51220], [-1.62196, 2.22526, -0.10311], [-2.30164, 1.86416, 1.01295], [-2.04335, 0.45476, 1.27651], [-2.34759, 0.10200, 2.55736], [-0.60666, 0.29191, 1.03737], [-2.70340, -0.44999, 0.32140], [-2.16664, -0.23553, -0.90132], [-2.75787, -0.73055, -1.91819], [-4.01821, -1.51681, -1.87535], [-2.06105, -0.39693, -3.19501], [-0.99901, 0.28934, -3.01125], [-0.27057, 0.61981, -4.10803], [0.73719, 1.58217, -3.84088], [1.74915, 1.57621, -4.67590], [1.29869, 0.85450, -2.28579], [0.39535, 2.84196, -3.29786], [-0.36528, 2.68249, -2.17859], [-0.98724, 3.70826, -1.74605], [-0.97576, 5.05199, -2.37606], [-2.57644, -0.82867, -4.51687], [-3.24083, 4.02645, 0.90394], [-3.24424, 4.95618, -0.61194], [-1.98158, 5.22865, 0.58135], [-4.87172, -0.86223, -2.06987], [-4.15461, -1.96082, -0.89357], [-4.01375, -2.29448, -2.63697], [-0.20956, 5.12144, -3.14053], [-0.81307, 5.81621, -1.61590], [-1.94911, 5.25129, -2.83151], [-2.34181, -1.88745, -4.66003], [-2.11648, -0.26416, -5.32121], [-3.66007, -0.72328, -4.55617], [3.43937, 0.30993, 0.53216], [2.52205, 0.43864, 1.53015], [3.07456, 0.43098, 2.93302], [2.08985, 0.71449, 4.06840], [0.81152, -0.11030, 4.07284], [1.10100, -1.53515, 4.26398], [0.20696, -2.51029, 4.11239], [0.54858, -3.76733, 4.40801], [-1.01173, -2.25092, 3.65846], [1.68163, 2.01042, 1.13469], [1.86090, 2.84346, 1.95799], [1.13118, 1.91078, 0.02509], [3.13668, 0.18015, -0.42396], [4.38879, 0.63006, 0.66508], [1.63827, -0.17630, 1.35900], [3.89269, 1.15177, 3.00072], [3.52518, -0.55955, 3.05901], [1.79365, 1.76124, 4.04825], [2.61525, 0.57011, 5.01569], [0.27487, 0.00914, 3.13192], [0.16126, 0.24443, 4.87548], [1.94909, -1.77037, 4.75592], [1.47201, -3.99569, 4.73272], [-0.12309, -4.51419, 4.36841], [-1.33292, -1.31587, 3.44423], [-1.66880, -2.99982, 3.52082], [3.33564, -5.47440, -1.83042], [2.63210, -4.38275, -1.59765], [2.14874, -3.61713, -2.64900], [2.38068, -3.97971, -3.89848], [1.41741, -2.46856, -2.39532], [0.94900, -1.77117, -3.43030], [1.13944, -2.04869, -1.09865], [0.43506, -0.95502, -0.79408], [1.61791, -2.84831, -0.06443], [1.35466, -2.49829, 1.20969], [2.35635, -3.99119, -0.29712], [2.79359, -4.71063, 0.73223]], "forces_ev_per_angstrom": [[-1.246, -0.420, 0.757], [-0.006, -0.019, 0.008], [-0.029, -0.051, 0.019], [0.048, 0.103, -0.076], [0.027, -0.001, 0.056], [-0.125, -0.051, -0.074], [-0.028, 0.009, 0.029], [0.053, -0.029, 0.123], [0.112, 0.033, -0.029], [0.201, 0.113, -0.085], [0.009, 0.066, -0.046], [0.013, -0.021, 0.027], [-0.081, 0.025, 0.103], [0.162, 0.002, -0.062], [-0.365, -0.182, -0.033], [0.480, -0.140, 0.065], [0.050, 0.028, -0.081], [0.466, 0.124, -0.603], [-0.162, 0.201, 0.150], [0.169, 0.052, -0.094], [-0.030, 0.045, -0.006], [-0.019, -0.006, 0.001], [0.008, -0.038, 0.018], [0.000, -0.003, 0.001], [0.009, -0.001, -0.006], [0.002, -0.002, 0.004], [0.008, 0.006, -0.013], [0.004, 0.002, -0.001], [-0.003, -0.002, 0.000], [0.005, -0.009, 0.001], [0.005, 0.003, -0.003], [0.004, -0.001, -0.003], [-0.005, 0.003, -0.022], [0.015, 0.004, 0.009], [0.000, -0.002, 0.007], [0.002, 0.018, 0.028], [-0.055, -0.099, -0.073], [0.091, -0.008, 0.012], [-0.056, 0.023, -0.004], [-0.003, -0.041, 0.016], [0.021, -0.003, -0.009], [0.014, -0.035, 0.000], [-0.006, 0.027, 0.006], [-0.006, 0.019, 0.016], [0.024, 0.172, 0.117], [-0.003, -0.087, -0.071], [0.051, -0.062, -0.138], [0.015, 0.000, 0.006], [0.001, -0.004, 0.003], [0.004, -0.007, 0.008], [0.001, -0.006, -0.001], [-0.001, 0.004, 0.010], [0.013, -0.004, 0.011], [0.007, 0.001, 0.000], [0.010, -0.003, -0.008], [-0.017, 0.002, -0.006], [0.007, 0.018, 0.004], [0.001, -0.008, -0.003], [0.000, -0.001, -0.005], [-0.007, -0.015, 0.009], [-0.007, 0.008, -0.014], [0.000, -0.003, -0.001], [-0.047, 0.040, -0.056], [0.036, -0.033, 0.057], [0.013, -0.017, 0.002], [-0.060, 0.087, -0.203], [-0.008, -0.001, 0.042], [0.113, -0.067, 0.068], [0.078, 0.288, -0.130], [0.027, -0.079, 0.138], [0.001, 0.024, -0.012], [-0.005, 0.007, 0.065], [0.004, 0.002, -0.024]]}

Entry 4:
{"formula": "C20H26BrN2O2Zn", "method": "ωB97M-V/def2-TZVPD", "e_homo_ev": -2.679, "spin_multiplicity": 1, "lumo_ev": 2.568, "charge": -1, "de_lowest_kj_mol": 1.44, "mol_weight_da": 471.73, "symbols": ["Zn", "C", "C", "C", "C", "C", "Br", "N", "C", "H", "H", "H", "H", "H", "H", "C", "C", "C", "C", "C", "C", "C", "C", "C", "C", "O", "O", "H", "H", "H", "H", "H", "H", "H", "H", "H", "H", "H", "C", "C", "C", "C", "N", "H", "H", "H", "H", "H", "H", "H", "H", "H"], "positions_angstrom": [[-0.11351, 0.71781, -0.39009], [-1.71873, -2.62018, -4.59038], [-1.81957, -1.20575, -4.09462], [-2.87556, -0.36951, -4.44158], [-2.94060, 0.91084, -3.92036], [-1.94099, 1.29881, -3.04528], [-1.99658, 3.02366, -2.27007], [-0.93339, 0.52882, -2.69237], [-0.87355, -0.69257, -3.22299], [-2.38624, -2.79090, -5.43469], [-1.98961, -3.32126, -3.79837], [-0.70194, -2.85625, -4.90569], [-3.64961, -0.72021, -5.11381], [-3.74663, 1.58654, -4.16482], [-0.03121, -1.29812, -2.90454], [3.12398, -0.08005, 4.86562], [2.90396, 0.59171, 3.53565], [3.79979, 0.41557, 2.48729], [3.59001, 1.00523, 1.24809], [4.57392, 0.79348, 0.12817], [2.44455, 1.78235, 1.04923], [1.53302, 1.97589, 2.08800], [0.27018, 2.77778, 1.91373], [1.78531, 1.37938, 3.31989], [2.21585, 2.39523, -0.32062], [2.96282, 3.27479, -0.72254], [1.24344, 1.89906, -1.01593], [4.12366, -0.51149, 4.92896], [2.40071, -0.88475, 5.01651], [3.00549, 0.62494, 5.69067], [4.68342, -0.19756, 2.63797], [5.41169, 0.17932, 0.46077], [4.94957, 1.74684, -0.24179], [4.09644, 0.29127, -0.71693], [0.32060, 3.43446, 1.04464], [0.08883, 3.39441, 2.79635], [-0.57966, 2.09294, 1.79399], [1.06796, 1.52233, 4.12223], [-2.64205, -1.51704, 2.02476], [-2.03553, -1.19391, 0.64125], [-3.21916, -1.03646, -0.34612], [-1.23061, -2.43850, 0.20015], [-1.25048, -0.01321, 0.77113], [-3.27564, -2.41288, 2.00718], [-3.23823, -0.66629, 2.36101], [-1.83263, -1.66266, 2.74277], [-3.87933, -1.91486, -0.36222], [-2.84175, -0.87722, -1.35893], [-3.80239, -0.15738, -0.06368], [-1.83735, -3.35449, 0.18123], [-0.39046, -2.57850, 0.88308], [-0.82221, -2.27145, -0.80193]], "forces_ev_per_angstrom": [[0.053, -0.009, 0.051], [0.016, -0.007, 0.010], [-0.072, -0.037, -0.085], [0.072, 0.039, 0.068], [-0.079, -0.049, -0.037], [0.094, 0.021, 0.080], [-0.026, 0.020, -0.010], [-0.050, -0.024, -0.153], [0.049, 0.037, 0.061], [0.000, 0.006, -0.004], [0.000, -0.003, -0.002], [0.000, -0.006, 0.004], [-0.005, -0.007, -0.007], [0.003, 0.005, 0.000], [-0.003, -0.007, -0.005], [-0.011, 0.000, -0.005], [0.006, 0.000, 0.012], [0.003, 0.008, -0.012], [-0.018, 0.014, -0.002], [0.008, -0.019, -0.002], [-0.014, 0.015, 0.004], [0.013, 0.009, 0.003], [0.016, -0.016, -0.018], [0.008, 0.013, -0.001], [0.085, -0.081, 0.069], [-0.005, 0.032, 0.010], [-0.161, -0.008, -0.038], [0.002, 0.000, 0.000], [0.005, -0.002, 0.005], [-0.003, -0.001, 0.001], [0.001, -0.002, -0.002], [-0.007, -0.005, 0.003], [0.005, 0.002, 0.002], [0.002, 0.011, -0.008], [-0.007, 0.009, 0.005], [-0.007, -0.006, 0.002], [-0.005, 0.004, -0.004], [0.000, -0.004, 0.004], [0.004, 0.004, -0.017], [-0.099, -0.031, -0.022], [-0.003, 0.000, 0.025], [0.006, 0.020, 0.004], [0.118, 0.057, 0.021], [0.000, -0.001, 0.007], [-0.001, 0.003, -0.005], [0.003, -0.004, 0.002], [-0.006, 0.003, -0.001], [0.012, 0.006, -0.020], [0.002, -0.004, 0.008], [0.002, -0.008, 0.002], [0.002, 0.002, -0.001], [-0.007, 0.003, -0.001]]}